# C5H25NO9

A cluster of 9 separate species, C5H25NO9 in total in a non-equilibrium geometry (the ωB97M-V functional and the def2-TZVPD basis, OMol25).

Cartesian coordinates (Å):
O  0.40  -2.51  0.70
C  1.30  -1.66  0.73
N  1.05  -0.35  0.56
C  -0.34  0.19  0.80
C  -0.20  1.42  1.66
C  1.32  1.63  1.91
C  2.05  0.63  1.00
H  2.37  -1.88  0.71
H  -0.91  -0.67  1.10
H  -0.66  0.54  -0.18
H  -0.68  1.46  2.64
H  -0.53  2.31  1.12
H  1.61  2.63  1.60
H  1.61  1.55  2.96
H  2.51  1.19  0.19
H  2.78  0.15  1.65
O  -2.21  -0.58  -2.96
H  -2.10  -1.17  -3.71
H  -2.06  -1.15  -2.16
O  1.10  -0.66  -2.94
H  0.51  -0.08  -2.45
H  0.77  -1.54  -2.73
O  -1.85  -2.34  2.39
H  -1.12  -2.65  1.82
H  -2.16  -3.14  2.82
O  2.51  1.51  -2.68
H  2.08  1.02  -3.38
H  2.98  0.87  -2.14
O  -2.55  1.69  -1.73
H  -2.36  0.83  -2.15
H  -2.86  2.28  -2.43
O  -0.17  3.04  -1.19
H  -1.05  2.75  -1.48
H  0.53  2.45  -1.47
O  -1.60  -2.20  -1.03
H  -0.80  -2.22  -0.46
H  -2.43  -2.39  -0.61
O  0.70  -0.83  3.89
H  -0.02  -0.39  3.44
H  0.46  -1.71  4.19

HOMO level (eV): -10.21
E_LUMO (eV): 0.306
Total energy (hartree): -937.4353
Kohn-Sham gap (eV): 10.51
Energy above the lowest of the compared OMol25 structures with the same formula, charge and spin (kJ/mol): 75.5
Total charge: 0

Atomic partial charges in e from the Mulliken method, atoms 1 to 8: number 1, O, carries -0.796; number 2, C, carries 0.003; number 3, N, carries 0.554; number 4, C, carries 0.277; number 5, C, carries -0.888; number 6, C, carries -0.573; number 7, C, carries -0.649; number 8, H, carries 0.449

# C5H26NO10

A cluster of 9 separate species, C5H26NO10 in total in a non-equilibrium geometry (the ωB97M-V functional and the def2-TZVPD basis, OMol25).

Cartesian coordinates (Å):
O  -2.56  -1.24  1.04
C  -1.42  -1.57  1.44
N  -0.44  -1.12  0.57
C  0.84  -1.27  1.23
C  1.89  -0.52  0.33
C  3.02  0.06  1.08
O  3.06  1.54  0.92
C  1.20  -2.75  1.42
H  -1.18  -2.31  2.24
H  -0.54  -0.27  0.13
H  0.77  -0.89  2.23
H  1.14  0.28  -0.24
H  2.23  -1.26  -0.67
H  2.91  0.06  2.13
H  4.03  -0.37  1.03
H  0.89  -3.41  0.60
H  2.25  -2.77  1.19
H  0.92  -3.07  2.43
H  1.05  -0.87  -3.45
H  1.82  -1.51  -2.34
O  1.85  -1.30  -3.35
H  -2.86  0.45  0.70
H  -3.89  0.72  -0.30
O  -3.71  0.90  0.56
H  2.27  1.58  -2.34
H  2.67  1.76  0.08
O  2.06  2.33  -1.82
H  -1.00  1.80  -1.47
H  1.14  2.00  -1.33
O  -0.25  1.43  -1.16
H  -2.00  2.24  0.77
H  -0.54  1.77  0.38
O  -1.22  1.86  1.19
H  -0.47  0.51  -2.31
H  -0.59  0.91  -3.66
O  -0.35  0.12  -3.26
H  0.42  1.00  2.60
H  -1.02  1.04  3.17
O  -0.20  0.53  3.25
H  -2.36  -0.64  -2.26
H  -3.13  -0.62  -0.83
O  -3.05  -0.40  -1.81

HOMO level (eV): -6.86
E_LUMO (eV): 2.996
Total energy (hartree): -1013.2110
Kohn-Sham gap (eV): 9.86
Energy above the lowest of the compared OMol25 structures with the same formula, charge and spin (kJ/mol): 528.0
Total charge: -1

Atomic partial charges in e from the Mulliken method, atoms 1 to 8: number 1, O, carries -0.702; number 2, C, carries 0.097; number 3, N, carries 0.106; number 4, C, carries 0.200; number 5, C, carries 2.045; number 6, C, carries -0.710; number 7, O, carries -0.623; number 8, C, carries -1.895

# C5H26NO11

A cluster of 10 separate species, C5H26NO11 in total in a non-equilibrium geometry (the ωB97M-V functional and the def2-TZVPD basis, OMol25).

Cartesian coordinates (Å):
O  0.42  -2.42  -0.37
C  0.46  -1.27  -0.91
O  0.92  -0.94  -1.98
C  -0.62  -0.30  -0.23
C  -0.52  -0.12  1.28
C  0.55  0.84  1.76
C  0.41  1.44  2.92
N  -1.88  -0.88  -0.74
H  -0.57  0.66  -0.73
H  -0.20  -1.09  1.67
H  -1.50  0.21  1.59
H  1.43  0.85  1.12
H  -0.56  1.40  3.41
H  1.05  2.15  3.40
H  -2.65  -0.60  -0.14
H  -1.84  -1.89  -0.71
H  -0.37  -3.07  1.29
H  -0.60  -2.83  2.85
O  -0.30  -3.45  2.18
H  -0.25  3.63  -1.30
H  -0.37  3.00  0.07
O  -0.37  3.86  -0.35
H  3.35  -3.96  0.01
H  2.13  -2.96  -0.17
O  3.08  -3.04  0.01
H  -0.40  1.65  -3.12
H  0.73  2.01  -2.24
O  -0.04  2.43  -2.66
H  -2.31  0.00  -3.28
H  -1.01  -0.07  -3.92
O  -1.82  0.46  -3.99
H  3.52  -0.87  1.28
H  4.63  -1.94  1.15
O  4.37  -1.15  1.62
H  1.87  0.41  -2.29
H  2.74  1.26  -3.23
O  2.68  0.96  -2.32
H  -2.61  1.82  -1.22
H  -2.20  3.20  -0.63
O  -2.83  2.46  -0.54
H  -2.42  -0.83  2.56
H  -3.10  -0.04  3.54
O  -2.96  -0.98  3.35

HOMO level (alpha / beta) (eV): -10.93 / -10.92
Spin multiplicity: 2
E_LUMO (alpha / beta) (eV): -0.345 / -5.774
Total energy (hartree): -1088.3660
Expectation value of S²: 0.76
Kohn-Sham gap (alpha / beta) (eV): 10.58 / 5.15
Energy above the lowest of the compared OMol25 structures with the same formula, charge and spin (kJ/mol): 0.0
Total charge: 0

Atomic partial charges in e from the Mulliken method, atoms 1 to 8: number 1, O, carries -0.623; number 2, C, carries 0.353; number 3, O, carries -0.660; number 4, C, carries 1.925; number 5, C, carries 0.009; number 6, C, carries -0.601; number 7, C, carries -0.831; number 8, N, carries -0.629

# C5H27N2O6S

A cluster of 7 separate species, C5H27N2O6S in total in a non-equilibrium geometry (the ωB97M-V functional and the def2-TZVPD basis, OMol25).

Cartesian coordinates (Å):
C  0.06  1.49  0.95
N  0.76  0.31  0.37
C  1.80  0.66  -0.60
C  1.98  -0.45  -1.63
S  2.50  -2.05  -0.93
C  -1.13  1.85  -0.01
N  -1.80  0.55  -0.41
C  -2.10  2.76  0.69
H  0.69  2.39  1.14
H  -0.36  1.16  1.99
H  1.14  -0.27  1.10
H  2.79  0.88  -0.06
H  1.58  1.63  -1.10
H  2.65  -0.12  -2.43
H  1.01  -0.61  -2.15
H  3.41  -1.60  0.00
H  -0.74  2.32  -0.93
H  -1.12  -0.16  -0.55
H  -2.43  0.19  0.34
H  -2.24  0.62  -1.29
H  -2.63  2.27  1.61
H  -1.66  3.75  1.11
H  -2.96  3.07  0.07
H  -2.31  1.14  -3.59
H  -3.47  0.21  -3.44
O  -2.67  0.50  -3.00
H  -1.93  -0.65  2.39
H  -3.56  -1.03  2.32
O  -2.83  -0.41  1.94
H  2.47  -1.73  2.44
H  3.49  -0.77  2.94
O  2.92  -0.96  2.18
H  -0.43  -0.90  4.07
H  0.02  -1.67  2.86
O  -0.51  -0.96  3.14
H  -2.21  3.08  -5.02
H  -1.02  2.06  -5.29
O  -1.65  2.38  -4.64
H  1.15  -3.84  2.73
H  1.12  -3.09  1.43
O  1.13  -2.96  2.40

HOMO level (alpha / beta) (eV): -1.92 / -8.81
Spin multiplicity: 2
E_LUMO (alpha / beta) (eV): -0.214 / -0.264
Total energy (hartree): -1165.7150
Expectation value of S²: 0.75
Kohn-Sham gap (alpha / beta) (eV): 1.71 / 8.54
Total charge: 0

Atomic partial charges in e from the Mulliken method, atoms 1 to 8: number 1, C, carries -1.034; number 2, N, carries 0.288; number 3, C, carries -0.881; number 4, C, carries -0.766; number 5, S, carries -0.366; number 6, C, carries 0.570; number 7, N, carries -0.395; number 8, C, carries -1.498

# C5H27N2O6S

A cluster of 7 separate species, C5H27N2O6S in total in a non-equilibrium geometry (the ωB97M-V functional and the def2-TZVPD basis, OMol25).

Cartesian coordinates (Å):
N  -1.47  1.28  -1.49
C  -1.09  1.19  -0.04
C  -2.20  0.62  0.79
S  -3.62  1.75  0.98
C  0.17  0.34  0.10
N  1.36  0.82  -0.58
C  2.23  -0.23  -1.15
C  3.04  -0.99  -0.11
H  -1.38  0.30  -1.85
H  -0.89  1.93  -2.07
H  -2.46  1.51  -1.49
H  -0.82  2.20  0.25
H  -1.82  0.50  1.80
H  -2.62  -0.32  0.46
H  -2.93  2.88  1.21
H  -0.12  -0.68  -0.12
H  0.39  0.33  1.18
H  1.89  1.43  0.03
H  2.79  0.27  -1.94
H  1.61  -0.96  -1.68
H  2.41  -1.73  0.39
H  3.97  -1.36  -0.51
H  3.46  -0.30  0.63
H  1.20  2.13  -2.02
H  0.92  2.75  -3.42
O  0.54  2.61  -2.55
H  0.28  -3.04  -1.97
H  -0.31  -2.84  -0.57
O  -0.56  -2.96  -1.50
H  0.08  1.63  2.75
H  0.11  3.02  3.43
O  -0.23  2.53  2.66
H  0.55  -1.21  4.50
H  1.69  -1.82  3.63
O  0.90  -1.27  3.61
H  -0.14  -2.07  2.27
H  -0.84  -3.34  1.79
O  -0.62  -2.44  1.51
H  -2.11  -1.35  -3.69
H  -1.50  -1.97  -2.42
O  -1.87  -1.14  -2.78

HOMO level (eV): -12.06
E_LUMO (eV): -2.494
Total energy (hartree): -1165.6447
Kohn-Sham gap (eV): 9.57
Energy above the lowest of the compared OMol25 structures with the same formula, charge and spin (kJ/mol): 100.0
Total charge: +1

Atomic partial charges in e from the Mulliken method, atoms 1 to 8: number 1, N, carries 0.175; number 2, C, carries -0.640; number 3, C, carries -0.796; number 4, S, carries -0.180; number 5, C, carries 0.070; number 6, N, carries -0.348; number 7, C, carries -0.312; number 8, C, carries -1.120

# C5H27N2O7

A cluster of 7 separate species, C5H27N2O7 in total in a non-equilibrium geometry (the ωB97M-V functional and the def2-TZVPD basis, OMol25).

Cartesian coordinates (Å):
N  0.28  1.78  0.67
C  0.43  1.36  2.10
C  0.93  -0.07  2.26
N  0.07  -1.00  1.56
C  -1.36  -1.04  1.82
C  0.72  -2.28  1.35
C  1.55  -2.32  0.09
O  1.64  -3.61  -0.50
H  0.54  2.77  0.44
H  -0.66  1.64  0.31
H  0.81  1.32  -0.10
H  -0.52  1.50  2.60
H  1.24  1.99  2.48
H  1.92  -0.21  1.82
H  1.19  -0.32  3.30
H  -1.65  -1.58  2.72
H  -1.81  -0.06  1.93
H  -1.80  -1.51  0.94
H  0.10  -3.16  1.56
H  1.37  -2.57  2.20
H  1.31  -1.56  -0.67
H  2.58  -2.04  0.34
H  0.77  -3.95  -0.72
H  3.59  1.85  -1.16
H  2.95  1.37  0.19
O  3.11  2.13  -0.38
H  0.36  3.21  -1.85
H  -0.09  4.54  -1.17
O  0.40  3.73  -1.04
H  -2.71  -1.23  -1.49
H  -3.23  -0.65  -2.91
O  -3.18  -0.54  -1.96
H  1.23  -0.06  -2.51
H  0.29  -0.49  -1.31
O  0.85  0.19  -1.67
H  -1.08  -0.02  -4.02
H  -0.68  -1.45  -4.06
O  -0.75  -0.71  -3.44
H  -3.87  1.12  -0.68
H  -3.25  0.61  0.73
O  -3.59  1.33  0.22

HOMO level (eV): -12.13
E_LUMO (eV): -2.797
Total energy (hartree): -842.5991
Kohn-Sham gap (eV): 9.34
Energy above the lowest of the compared OMol25 structures with the same formula, charge and spin (kJ/mol): 368.0
Total charge: +1

Atomic partial charges in e from the Mulliken method, atoms 1 to 8: number 1, N, carries 0.060; number 2, C, carries -1.000; number 3, C, carries -0.582; number 4, N, carries 0.608; number 5, C, carries -1.029; number 6, C, carries -1.115; number 7, C, carries -0.053; number 8, O, carries -0.562